No. 1
{"formula": "C2HN3O3", "method": "ωB97M-V/def2-TZVPD", "orbital_gap_ha": 0.39645, "smiles": "O=[N+]([O-])c1cnon1", "de_lowest_kcal_mol": 169.6, "species": ["O", "N", "O", "C", "C", "N", "O", "N", "H"], "coordinates": [[-2.0437, 0.8712, -0.0200], [-1.5311, -0.2462, -0.0144], [-2.0709, -1.3063, 0.1222], [-0.1061, -0.2490, -0.1288], [0.7304, 0.8234, 0.0224], [1.9425, 0.4948, 0.1164], [1.9553, -0.9019, 0.0066], [0.6539, -1.3192, -0.0756], [0.4696, 1.8333, -0.0287]], "atomic_forces_ev_per_a": [[0.2, -0.9, -0.1], [-0.4, 0.8, -0.1], [-0.6, -0.3, 0.0], [1.9, -2.3, 0.7], [-0.5, 2.2, -0.4], [2.3, -1.4, -0.3], [-2.5, 1.1, 0.3], [0.0, -0.6, -0.4], [-0.4, 1.4, 0.2]], "lowdin_charge": [0.098, -0.342, 0.139, -0.210, -0.102, 0.129, -0.022, 0.188, 0.122]}

No. 2
{"formula": "C2HN3O3", "method": "ωB97M-V/def2-TZVPD", "orbital_gap_ha": [0.32674, 0.32676], "smiles": "N#C[C@H](N=O)[N+](=O)[O-]", "de_lowest_kcal_mol": 191.0, "species": ["N", "C", "C", "N", "O", "N", "O", "O", "H"], "coordinates": [[-0.5090, 0.9653, 2.2065], [-0.0796, 0.4581, 1.2819], [0.4525, -0.0404, 0.0244], [0.9483, 0.8367, -0.9212], [0.9655, 2.0280, -0.7688], [-0.7672, -0.9813, -0.5817], [-0.3760, -1.8691, -1.3028], [-1.8693, -0.7240, -0.2177], [1.2349, -0.6733, 0.2794]], "atomic_forces_ev_per_a": [[-0.3, 0.3, 0.9], [0.0, 0.6, -0.7], [-3.2, -0.6, 2.7], [1.0, 1.9, -3.7], [-0.4, -1.1, 1.0], [2.0, 0.0, -0.5], [-0.4, 0.5, 0.3], [-0.2, 0.1, 0.0], [1.4, -1.7, -0.1]], "lowdin_charge": [0.211, -0.171, -0.198, 0.002, 0.100, -0.323, 0.110, 0.132, 0.137]}

No. 3
{"formula": "C2HN3O3", "method": "ωB97M-V/def2-TZVPD", "orbital_gap_ha": 0.34512, "smiles": "O=Cn1nnc(=O)o1", "de_lowest_kcal_mol": 141.8, "species": ["O", "C", "N", "N", "N", "C", "O", "O", "H"], "coordinates": [[-2.3901, -0.9812, -0.1884], [-1.8727, 0.1476, -0.1943], [-0.5977, 0.4646, 0.2996], [0.0888, 1.5248, -0.1352], [1.3999, 1.2066, -0.0519], [1.3608, -0.3373, -0.0164], [2.2214, -1.2160, -0.2870], [0.0929, -0.6092, 0.5773], [-2.5587, 1.2174, -0.3384]], "atomic_forces_ev_per_a": [[2.4, 3.9, -0.2], [-5.2, 0.2, 0.5], [-2.3, 0.8, -0.8], [4.4, -1.5, 1.3], [-4.1, -1.7, -1.7], [4.0, -2.1, 0.6], [-4.5, 4.8, 1.4], [3.2, -1.5, -0.9], [2.1, -2.9, 0.0]], "lowdin_charge": [0.069, -0.209, -0.191, 0.105, 0.145, -0.324, 0.103, 0.096, 0.204]}

No. 4
{"formula": "C2HN3O3", "method": "ωB97M-V/def2-TZVPD", "orbital_gap_ha": 0.37619, "smiles": "N#CC#[N+][O-].O=[NH+][O-]", "de_lowest_kcal_mol": 185.1, "species": ["N", "C", "C", "N", "O", "O", "N", "O", "H"], "coordinates": [[-0.2893, 1.1393, -2.4995], [0.1176, 0.1228, -2.1267], [0.6754, -0.9086, -1.4674], [1.1748, -1.7021, -0.7751], [1.7335, -2.3878, 0.0000], [0.1610, 0.5364, 1.2332], [-0.8721, 0.9493, 1.6938], [-1.9826, 0.4389, 1.6799], [-0.7183, 1.8118, 2.2617]], "atomic_forces_ev_per_a": [[0.0, -0.6, -0.2], [-0.5, 1.8, -0.2], [0.9, -2.2, 0.9], [-0.6, 1.9, -0.7], [0.2, -0.9, 0.3], [0.1, -0.5, -0.7], [-0.6, -0.2, 1.1], [1.2, 0.6, -0.2], [-0.7, 0.0, -0.2]], "lowdin_charge": [0.178, -0.209, -0.001, -0.090, 0.096, 0.054, -0.280, 0.060, 0.192]}

No. 5
{"formula": "C2HN3O3", "method": "ωB97M-V/def2-TZVPD", "orbital_gap_ha": [0.29013, 0.26273], "spin_multiplicity": 3, "de_lowest_kcal_mol": 142.2, "species": ["C", "C", "N", "N", "N", "O", "O", "O", "H"], "coordinates": [[0.2152, -0.3220, -0.2428], [-0.9767, -0.9219, -0.2863], [1.2596, -0.8908, -0.8806], [-0.2285, -2.4737, -1.4433], [-2.3042, -0.6926, 0.0634], [-3.1796, -1.4158, -0.3319], [-2.4416, 0.2994, 0.7588], [0.9105, -2.0063, -1.4727], [0.4523, 0.5931, 0.2730]], "atomic_forces_ev_per_a": [[1.4, 0.6, 0.0], [0.9, -4.0, -2.6], [-0.2, 3.8, 2.5], [-6.3, 0.7, 2.1], [0.4, 0.7, 0.1], [-0.3, -0.6, -0.3], [-0.3, 0.6, 0.6], [4.3, -1.9, -2.4], [0.0, 0.1, 0.0]], "lowdin_charge": [-0.101, 0.079, 0.107, 0.186, -0.421, 0.117, 0.088, -0.190, 0.134]}

No. 6
{"formula": "C2HN5O", "method": "ωB97M-V/def2-TZVPD", "orbital_gap_ha": 0.29618, "smiles": "O=c1nncnnn1", "de_lowest_kcal_mol": 94.7, "species": ["O", "C", "N", "N", "C", "N", "N", "N", "H"], "coordinates": [[-2.4540, -0.2407, 0.4480], [-1.2942, -0.2636, 0.0557], [-0.9066, 0.8821, -0.7799], [0.3013, 1.3068, -0.5758], [1.1343, 0.6213, 0.3657], [1.3430, -0.6817, 0.3898], [0.7098, -1.4544, -0.6403], [-0.5752, -1.2897, -0.5084], [1.7416, 1.1197, 1.2452]], "atomic_forces_ev_per_a": [[2.9, -0.7, 0.7], [-3.8, 1.3, -1.4], [3.9, 1.5, 1.0], [-1.8, -0.7, 0.3], [0.5, -1.8, 1.7], [0.5, 1.2, -1.6], [-4.2, 2.5, 3.4], [3.6, -3.0, -1.7], [-1.5, -0.3, -2.3]], "lowdin_charge": [0.114, -0.522, 0.141, 0.060, -0.179, 0.034, 0.090, 0.110, 0.153]}